Record 1
Density functional theory data (ωB97M-V with the def2-TZVPD basis set) for C14H40KN3O17S2V as an isolated structure in a non-equilibrium geometry.

Positions of all 78 atoms, in Å:
H (-28.49, -15.59, 6.28)
H (-28.98, -17.03, 10.33)
H (-27.90, -17.79, 5.40)
C (-26.34, -19.23, 5.65)
H (-31.07, -13.12, 10.79)
H (-27.95, -13.90, 6.20)
H (-21.66, -22.69, 13.88)
H (-20.15, -23.68, 11.43)
H (-19.95, -22.08, 12.33)
O (-22.56, -23.28, 12.04)
O (-29.47, -19.39, 9.07)
H (-26.68, -19.35, 6.69)
H (-31.07, -17.55, 13.66)
H (-19.34, -23.55, 12.95)
S (-26.43, -15.36, 5.19)
H (-23.01, -16.41, 7.97)
H (-23.16, -20.80, 10.98)
H (-31.27, -17.07, 7.44)
N (-29.03, -13.05, 10.81)
C (-27.64, -14.92, 6.42)
H (-27.12, -14.99, 7.36)
C (-27.70, -19.43, 10.70)
H (-21.55, -24.34, 13.52)
H (-30.20, -19.09, 13.65)
C (-23.40, -20.85, 12.04)
H (-30.63, -18.40, 12.08)
H (-32.87, -18.63, 13.65)
O (-30.28, -19.07, 6.42)
N (-27.02, -22.72, 8.18)
C (-25.93, -21.81, 8.62)
O (-26.69, -23.63, 7.47)
O (-32.25, -19.10, 13.09)
O (-26.98, -15.44, 3.88)
H (-22.55, -20.58, 12.65)
H (-27.52, -19.07, 8.60)
C (-30.28, -13.85, 10.96)
H (-33.02, -17.10, 7.97)
O (-26.11, -16.86, 5.69)
C (-24.02, -16.81, 7.99)
H (-28.72, -16.82, 8.69)
C (-30.95, -18.48, 13.12)
C (-31.99, -16.82, 8.21)
O (-28.98, -12.00, 11.40)
H (-27.27, -16.91, 9.79)
H (-24.34, -20.30, 12.19)
O (-28.17, -22.54, 8.57)
O (-28.83, -21.16, 6.42)
O (-24.09, -22.64, 13.84)
H (-26.83, -20.04, 5.11)
H (-26.14, -21.35, 9.58)
H (-32.02, -15.73, 8.36)
H (-30.71, -17.75, 9.38)
H (-27.50, -20.50, 10.64)
O (-24.93, -22.92, 11.54)
H (-26.91, -17.96, 4.01)
S (-23.89, -22.51, 12.44)
O (-22.81, -18.67, 7.37)
O (-25.26, -14.61, 5.44)
C (-28.26, -17.30, 9.55)
O (-24.59, -19.04, 8.49)
H (-26.74, -19.00, 11.02)
C (-21.53, -23.37, 13.03)
H (-24.65, -16.47, 7.18)
C (-26.85, -17.93, 5.09)
O (-31.65, -17.54, 9.40)
K (-31.74, -20.36, 10.55)
H (-28.38, -19.27, 11.55)
H (-26.04, -20.95, 7.94)
H (-25.26, -19.34, 5.64)
O (-28.16, -13.51, 10.10)
H (-30.22, -14.65, 10.24)
C (-20.18, -23.14, 12.37)
N (-23.82, -18.29, 7.89)
H (-24.44, -16.63, 8.98)
H (-30.40, -14.33, 11.93)
H (-25.00, -22.34, 8.58)
C (-28.20, -18.81, 9.42)
V (-29.85, -20.36, 7.25)

total charge	+1
E_LUMO	-0.2072	hartree
HOMO	-13.1	eV

Löwdin atomic charge list, values in e, 4 entries:
1. H 0.061
2. H 0.077
3. H 0.108
4. C -0.061

---

Record 2
Density functional theory data (ωB97M-V with the def2-TZVPD basis set) for C14H42FInO7S7 as an isolated structure in a non-equilibrium geometry.

Positions of all 72 atoms, in Å:
H (-1.42, -8.74, 1.14)
H (6.11, -1.75, -3.68)
H (1.40, 7.11, -0.39)
H (-4.36, 5.42, 4.28)
H (2.51, 7.13, -1.73)
H (-3.57, 3.89, 6.35)
H (6.05, -3.12, -0.35)
H (4.54, 6.49, -1.72)
H (-5.79, 5.75, -4.58)
O (-2.16, 3.81, 3.07)
O (-1.09, -5.15, 0.75)
H (-2.45, -5.83, -5.95)
H (3.36, -0.05, 5.77)
C (-6.88, 4.88, -1.19)
C (4.35, 5.45, -1.46)
H (2.24, -5.41, -5.66)
H (5.81, -0.03, -3.62)
H (1.51, -6.04, 1.80)
C (-3.35, 5.79, 4.45)
H (-7.07, 6.68, -3.72)
H (0.24, -6.68, 2.89)
C (1.31, -5.96, -5.49)
H (1.16, 5.97, -1.77)
H (-2.15, -7.44, 2.25)
H (2.58, 1.01, 4.52)
O (-0.35, -4.08, -4.60)
C (-1.47, -6.27, -5.78)
C (1.88, 6.47, -1.13)
H (1.50, -6.81, -6.14)
In (-1.57, 0.27, -1.13)
C (-1.80, -7.73, 1.26)
S (-2.14, 4.39, 4.49)
H (-3.91, 2.84, 5.01)
H (4.11, 4.85, -2.34)
H (7.19, -2.55, -1.52)
C (-3.09, 3.31, 5.56)
C (1.42, -2.04, 6.40)
H (0.96, -3.00, 6.18)
H (-7.10, 4.91, -3.78)
H (-1.44, -6.75, -4.80)
O (-4.44, 4.55, -2.39)
S (-0.55, -6.54, 0.56)
C (5.42, -1.00, -3.32)
S (5.10, -1.19, -1.50)
H (2.29, -2.32, 6.99)
H (-7.75, 5.53, -1.13)
H (5.66, -3.43, -2.04)
H (-6.61, 4.70, -0.15)
H (-2.76, -7.72, 0.76)
C (-6.45, 5.78, -3.72)
H (5.25, 5.01, -1.04)
S (-0.20, -4.93, -5.85)
H (0.80, -1.40, 7.02)
O (3.65, -1.62, -1.35)
H (1.01, -7.79, 1.82)
H (1.39, -6.36, -4.49)
C (0.69, -6.75, 1.90)
H (-3.26, 6.40, 5.36)
C (6.12, -2.72, -1.36)
C (2.43, 0.28, 5.32)
S (1.78, -1.30, 4.75)
H (1.75, 0.57, 6.13)
H (-3.16, 6.57, 3.71)
H (4.47, -1.06, -3.86)
O (2.42, 3.95, -0.45)
S (-5.51, 5.60, -2.13)
H (-1.26, -7.03, -6.52)
F (0.64, 2.31, -4.70)
S (3.04, 5.32, -0.23)
H (-2.44, 2.52, 5.92)
O (0.55, -0.85, 4.03)
H (-7.14, 3.93, -1.67)

ΔE to the lowest compared entry with this formula, charge and spin	158.2	kcal per mole
total charge	+2
E_LUMO	-0.3982	hartree
HOMO	-12.4	eV

Löwdin atomic charge list, values in e, 4 entries:
1. H 0.054
2. H 0.049
3. H 0.048
4. H 0.057

---

Record 3
Density functional theory data (ωB97M-V with the def2-TZVPD basis set) for C14H42FeN2O20 as an isolated structure in a non-equilibrium geometry.

Positions of all 79 atoms, in Å:
O (-4.53, 1.82, -3.05)
O (-0.60, 1.30, -5.02)
H (0.32, 5.13, -0.10)
O (-0.86, -1.25, -3.62)
H (2.38, 0.27, -3.52)
H (1.72, 2.64, -4.26)
O (-4.07, 0.96, -1.27)
H (4.23, -0.40, -0.57)
H (-0.39, 3.19, -5.97)
H (-6.31, -2.67, 1.39)
H (0.83, 2.30, 0.52)
H (2.57, -0.96, 0.93)
H (1.71, -5.32, 0.83)
H (-1.84, -4.77, 2.33)
H (-0.13, -6.09, 2.80)
H (-1.59, -1.82, -3.85)
C (-4.56, -2.37, 2.22)
O (1.46, 0.01, -3.40)
N (-3.70, 1.37, -2.33)
O (-5.67, -1.95, 1.37)
C (0.26, -2.13, -3.43)
Fe (-0.45, 0.63, -3.02)
O (4.98, 2.14, -0.85)
H (0.05, 2.12, 4.54)
O (0.76, -5.97, 2.46)
C (3.64, 0.34, -0.03)
H (-0.71, 3.22, 0.83)
H (2.00, 4.21, 1.84)
O (0.61, -1.33, 0.01)
O (-0.27, 0.31, -0.95)
H (1.60, 0.58, 3.28)
H (-2.41, -1.75, 2.46)
C (4.53, 1.51, 0.37)
O (3.12, -0.19, 1.11)
H (-1.18, 1.12, -5.76)
O (-0.88, 0.65, 5.56)
C (-0.41, 2.70, -5.00)
C (-0.22, 1.07, 4.39)
O (0.43, -1.09, 3.66)
H (2.45, -1.80, -3.62)
H (-3.77, -0.60, 2.96)
H (0.36, -6.28, 0.42)
H (4.12, 2.21, 1.09)
C (0.38, 3.27, 0.74)
H (0.74, 3.21, -2.09)
H (-0.92, 1.08, 3.56)
H (5.34, 1.00, 0.90)
H (0.03, -3.60, 1.78)
H (5.87, 2.44, -0.65)
H (1.60, -0.05, 4.99)
H (-2.50, -0.18, 1.06)
H (0.17, -2.96, -4.14)
H (-1.31, 3.21, -4.65)
O (-2.50, 1.27, -2.63)
C (0.99, 3.83, 1.95)
C (1.49, -1.35, -3.88)
C (-3.41, -1.37, 2.27)
H (-0.16, 0.37, 6.12)
H (-0.28, -3.91, 0.05)
O (-3.35, -0.63, 1.03)
O (0.23, 4.72, 2.66)
H (1.17, 3.05, 2.70)
C (-0.31, -4.34, 1.05)
O (0.61, 4.23, -0.28)
H (0.90, 4.12, -3.71)
O (0.40, 2.53, -2.69)
H (-4.38, -3.33, 1.74)
C (1.02, 0.16, 4.10)
H (0.13, -0.87, 2.78)
N (-0.05, -0.34, 0.09)
H (-0.70, 4.50, 2.58)
C (0.67, -5.51, 1.12)
H (2.87, 0.74, -0.69)
H (-4.86, -2.76, 3.20)
O (-1.66, -4.67, 1.39)
H (1.51, -1.44, -4.97)
O (-0.52, 0.00, 1.15)
C (0.76, 3.07, -3.96)
H (0.45, -2.53, -2.44)

ΔE to the lowest compared entry with this formula, charge and spin	79.5	kcal per mole
expectation value of S²	6.01
spin multiplicity	5
total charge	0
E_LUMO (alpha / beta)	-0.0248 / -0.0246	hartree
HOMO (alpha / beta)	-7.8 / -7.8	eV

Löwdin atomic charge list, values in e, 4 entries:
1. O 0.016
2. O -0.084
3. H 0.101
4. O -0.075

---

Record 4
Density functional theory data (ωB97M-V with the def2-TZVPD basis set) for C14H42FeNO17 as an isolated structure in a non-equilibrium geometry.

Positions of all 75 atoms, in Å:
O (13.77, -8.59, 0.74)
O (9.85, -12.31, 1.36)
H (11.21, -16.47, -0.63)
H (10.19, -13.16, 1.06)
H (14.35, -7.85, 0.87)
C (10.53, -11.20, -6.57)
C (11.39, -14.48, -1.52)
H (8.67, -6.64, -2.06)
C (15.89, -13.06, -4.12)
H (10.54, -15.75, 1.30)
O (16.66, -12.05, -4.73)
C (9.97, -5.93, -0.99)
H (15.82, -14.82, -3.07)
H (8.03, -11.35, 1.20)
H (15.24, -13.20, -4.98)
H (11.84, -8.45, -0.03)
O (17.70, -14.09, -2.75)
H (12.08, -7.21, 1.14)
H (9.77, -15.79, -0.92)
O (11.75, -10.39, 1.61)
H (9.00, -12.03, -7.74)
H (10.82, -10.64, 1.63)
H (15.51, -9.95, -4.30)
O (12.42, -10.74, -1.33)
H (10.89, -8.44, -2.66)
O (12.28, -9.67, -3.18)
H (10.79, -5.90, -2.89)
O (13.44, -6.70, -3.39)
N (12.40, -10.72, -2.50)
C (10.75, -6.63, -2.09)
H (11.11, -13.78, -7.43)
H (11.02, -13.47, -1.35)
Fe (13.55, -10.64, 0.39)
C (14.28, -7.71, -4.00)
C (16.60, -14.33, -3.66)
C (11.70, -9.15, 2.04)
O (16.03, -9.59, -3.57)
O (11.90, -11.35, -6.18)
H (12.45, -9.03, 2.83)
H (16.89, -14.88, -4.55)
H (11.09, -14.56, -2.56)
O (9.55, -9.58, -0.14)
C (9.06, -10.87, -0.56)
H (16.11, -11.52, -5.31)
H (10.71, -8.91, 2.43)
H (8.14, -10.75, -1.13)
O (8.69, -5.87, -1.48)
H (15.28, -12.55, -3.36)
C (10.09, -12.10, -7.65)
C (15.18, -8.57, -3.00)
H (11.76, -6.83, -1.71)
C (12.36, -8.24, 0.91)
O (10.63, -14.99, 0.71)
H (10.65, -11.90, -8.57)
H (13.81, -8.34, -4.76)
H (9.51, -9.07, -0.95)
H (10.32, -10.20, -6.97)
H (15.82, -8.03, -2.31)
H (8.38, -12.74, 0.12)
C (10.75, -15.48, -0.56)
H (9.99, -11.50, -5.68)
H (9.75, -11.39, -1.23)
O (12.75, -14.38, -1.48)
O (10.22, -13.47, -7.26)
O (10.12, -7.90, -2.43)
H (11.90, -11.45, -5.23)
H (17.76, -14.72, -2.03)
H (12.91, -13.51, -1.85)
H (14.95, -7.30, -4.75)
H (10.26, -4.89, -0.85)
H (14.47, -8.97, -2.28)
C (8.77, -11.82, 0.55)
H (13.18, -6.02, -4.03)
O (12.47, -11.78, -3.05)
H (10.05, -6.41, -0.02)

expectation value of S²	8.76
spin multiplicity	6
total charge	+2
E_LUMO (alpha / beta)	-0.2844 / -0.4303	hartree
HOMO (alpha / beta)	-14.1 / -14.1	eV

Löwdin atomic charge list, values in e, 4 entries:
1. O -0.088
2. O -0.074
3. H 0.134
4. H 0.042

---

Record 5
Density functional theory data (ωB97M-V with the def2-TZVPD basis set) for C14H42InN10O8P2 as an isolated structure in a non-equilibrium geometry.

Positions of all 77 atoms, in Å:
H (-4.82, 0.66, 3.57)
H (-2.33, -5.04, -1.74)
H (9.41, 4.53, -4.49)
H (-5.43, -2.84, -0.34)
H (4.75, -0.27, 0.25)
O (-5.31, -3.72, -0.74)
H (1.91, -1.30, 2.99)
H (3.55, 2.81, -0.94)
O (6.01, 2.51, -0.65)
N (5.45, 0.87, -6.44)
N (8.54, 5.02, -4.45)
C (-6.68, 0.00, 6.13)
H (8.30, 5.64, -5.21)
C (-3.48, -1.58, 2.87)
C (1.13, -1.02, 2.28)
H (-3.06, 2.52, 3.12)
H (-3.77, 1.22, 4.93)
H (-4.36, 0.35, -2.38)
C (5.15, 1.68, -0.41)
O (1.71, -1.38, 0.07)
H (-0.20, -4.51, 0.03)
C (1.22, -1.84, 1.04)
O (-3.30, -4.99, -1.79)
H (-1.81, -2.77, 3.00)
H (-3.75, -6.34, 0.34)
N (8.01, 4.05, -2.43)
H (-1.26, 1.46, -2.98)
N (5.45, 0.43, 0.05)
O (0.78, -3.07, 1.10)
H (4.92, 0.76, -7.28)
O (5.50, 3.12, -6.75)
N (3.82, 1.91, -0.59)
H (0.17, -1.17, 2.77)
O (-5.51, -0.02, 6.44)
H (7.37, 3.92, -1.66)
C (-3.31, -0.72, 4.15)
H (3.11, 1.23, -0.40)
N (-7.50, -1.09, 6.27)
H (-8.47, -1.09, 6.02)
C (-0.46, 0.75, -2.83)
P (-3.83, -4.33, -0.36)
N (-7.28, 1.11, 5.60)
H (-1.42, -1.11, -3.32)
H (-0.17, -1.22, -2.09)
H (-3.66, -1.00, -3.21)
N (-4.04, -5.44, 0.73)
O (6.58, 5.51, -3.42)
In (-2.14, -2.54, 0.35)
H (1.23, 0.02, 2.04)
H (6.79, 1.45, -4.37)
N (-2.19, -2.05, 2.40)
H (-2.25, -0.65, 4.36)
H (-2.94, 1.14, 2.01)
H (-8.24, 1.15, 5.33)
H (5.69, 0.06, -5.90)
C (-2.85, 1.46, 3.04)
C (-1.01, -0.63, -2.43)
H (-3.74, -1.20, 5.02)
H (-1.82, 1.30, 3.34)
C (5.81, 2.15, -6.08)
H (-4.00, -0.98, 2.12)
H (8.88, 3.55, -2.44)
P (-2.39, -0.53, -1.18)
H (-7.09, -1.92, 6.65)
N (6.53, 2.24, -4.93)
C (-0.09, -3.43, -0.02)
H (-4.14, -2.41, 3.17)
H (6.80, 3.16, -4.62)
C (-3.93, -0.63, -2.22)
H (-6.70, 1.92, 5.47)
H (0.25, 1.11, -2.10)
C (-3.82, 0.72, 3.97)
H (0.08, 0.62, -3.78)
H (-4.70, -1.28, -1.81)
C (7.63, 4.90, -3.43)
H (6.42, 0.22, 0.20)
H (0.33, -3.15, -0.98)

total charge	-1
E_LUMO	0.0750	hartree
HOMO	-4.0	eV

Löwdin atomic charge list, values in e, 4 entries:
1. H 0.095
2. H 0.033
3. H 0.088
4. H 0.024

---

Record 6
Density functional theory data (ωB97M-V with the def2-TZVPD basis set) for a 6-piece molecular cluster, C14H42N2O9 overall in a non-equilibrium geometry.

Positions of all 67 atoms, in Å:
H (1.44, -2.38, -0.48)
H (-5.83, -2.63, -0.42)
H (0.31, 0.74, 0.60)
C (-5.95, -2.33, 1.39)
C (4.36, 1.11, 2.97)
C (3.82, -5.24, 0.67)
H (3.89, -6.30, 0.46)
H (3.15, 1.64, 0.70)
H (-6.38, -4.06, 2.74)
C (-4.46, 0.69, -0.17)
H (-6.83, -1.71, 1.60)
H (-4.98, 1.38, -0.84)
H (-4.13, -1.12, 1.67)
O (-2.54, 3.44, -3.43)
H (-5.87, -2.66, 3.45)
H (5.48, 1.56, -2.39)
C (3.85, 0.81, 0.64)
C (-2.07, 5.87, -0.67)
H (5.07, 1.41, 3.74)
O (1.43, -1.42, -0.45)
H (5.09, -2.87, 0.20)
H (4.91, -0.50, -0.74)
H (-4.62, -3.65, 2.66)
H (-4.13, 1.29, 0.68)
O (-1.02, 3.64, -1.34)
H (3.70, 1.98, 2.98)
H (-2.11, 4.00, 0.38)
H (5.61, -4.82, -0.68)
C (0.09, -0.99, -0.49)
H (6.36, 1.56, -0.94)
C (0.20, 0.57, -0.47)
H (-1.40, 6.54, -1.20)
C (-1.41, 4.50, -0.30)
H (2.07, -5.05, 1.43)
N (-6.21, -3.26, 0.26)
H (-0.53, 4.65, 0.32)
H (1.03, 0.98, -1.04)
O (-1.08, 1.08, -0.82)
C (4.44, 0.48, -0.79)
H (-2.75, 4.37, -3.51)
H (3.30, -0.10, 0.91)
H (-7.20, -3.25, 0.09)
H (2.89, -0.38, -1.17)
H (3.86, 0.18, 3.22)
H (-4.06, -2.01, 0.23)
H (-3.90, 5.51, -1.39)
H (5.04, 2.62, -1.00)
C (5.33, 1.62, -1.31)
C (-4.77, -1.49, 0.87)
H (-2.08, 3.36, -2.60)
O (-3.04, 5.81, -1.68)
H (-0.12, 3.91, -1.56)
O (4.44, -3.15, -0.45)
C (4.57, -4.53, -0.52)
C (-5.64, -3.27, 2.58)
H (-3.67, 0.42, -0.87)
H (-0.32, -1.52, -1.35)
O (-5.37, -0.36, 0.23)
H (-2.54, 6.45, 0.12)
O (2.45, -4.86, 0.56)
H (4.31, -4.99, 1.61)
H (4.08, -4.91, -1.43)
O (4.84, 0.94, 1.65)
H (-0.44, -1.48, 0.33)
H (3.63, -0.10, -2.60)
N (3.41, 0.30, -1.70)
H (-1.01, 1.97, -1.17)

expectation value of S²	0.75
spin multiplicity	2
total charge	+1
E_LUMO (alpha / beta)	-0.0984 / -0.3009	hartree
HOMO (alpha / beta)	-10.8 / -10.8	eV

natural (NBO) atomic charge list, values in e, 4 entries:
1. H 0.506
2. H 0.345
3. H 0.173
4. C -0.075